{"formula": "ClH3SSi", "method": "the ωB97M-V functional and the def2-TZVPD basis", "e_tot_ev": -31281.03099, "gap_ev": [9.7033, 4.9387], "spin_multiplicity": 1, "e_lumo_ev": [-0.52, -2.56], "fmax_ha_per_bohr": 0.06837, "charge": 0, "relative_energy_kj_mol": 400.0, "species": ["Cl", "S", "Si", "H", "H", "H"], "coordinates": [[-0.644, -0.823, -0.361], [-4.707, -0.041, 0.175], [1.180, -0.711, 0.319], [2.238, -1.734, 0.313], [-5.816, 0.523, 0.409], [2.107, 0.350, 0.001]], "forces_ev_per_a": [[-1.71, -0.26, -1.24], [2.17, -1.10, -0.45], [2.69, 0.13, 2.27], [-0.64, -0.97, -0.37], [-2.16, 1.10, 0.45], [-0.34, 1.10, -0.65]]}